1.
{"formula": "F8N4O16PbS8", "method": "wB97M-V/def2-TZVPD", "energy_ev": -152381.2569, "homo_lumo_gap_ev": 5.19, "e_homo_ev": -6.585, "e_lumo_ev": -1.40, "largest_force_ev_per_a": 12.736, "de_lowest_kcal_mol": 230.10, "charge": -2, "spin_multiplicity": 1, "symbols": ["Pb", "N", "S", "O", "O", "F", "S", "O", "O", "F", "N", "S", "O", "O", "F", "S", "O", "O", "F", "N", "S", "O", "O", "F", "S", "O", "O", "F", "N", "S", "O", "O", "F", "S", "O", "O", "F"], "positions_angstrom": [[-0.183, 0.214, 0.203], [3.348, 1.170, 0.436], [4.136, 2.072, -0.532], [5.183, 1.578, -1.396], [4.240, 3.522, -0.266], [2.927, 1.965, -1.666], [4.793, 0.733, 1.300], [5.612, 1.787, 1.854], [5.591, -0.327, 0.771], [4.183, 0.041, 2.624], [-0.124, -0.968, -3.094], [1.089, -1.979, -3.697], [2.257, -1.276, -4.127], [0.685, -3.229, -4.403], [1.501, -2.382, -2.188], [-0.803, -0.755, -4.492], [-1.708, -1.665, -5.129], [-0.106, 0.089, -5.391], [-1.852, 0.296, -3.790], [-2.972, 2.462, 0.626], [-3.173, 3.846, -0.188], [-2.566, 5.034, 0.379], [-4.397, 4.002, -0.960], [-2.060, 3.536, -1.298], [-4.022, 2.946, 1.608], [-5.475, 2.977, 1.314], [-3.564, 3.918, 2.594], [-4.037, 1.737, 2.609], [-0.874, -2.759, 2.162], [-1.371, -2.793, 3.760], [-0.412, -3.053, 4.813], [-2.798, -3.033, 4.005], [-1.175, -1.145, 3.729], [-0.534, -4.250, 2.213], [-1.406, -5.319, 2.770], [0.922, -4.437, 2.186], [-0.853, -4.552, 0.659]], "forces_ev_per_angstrom": [[0.17, -0.30, -0.57], [2.60, -2.02, 3.62], [-0.36, 6.08, -7.40], [-0.03, -0.56, 1.96], [-0.70, -3.06, 0.48], [-0.35, 0.52, 0.73], [1.98, -2.04, 3.28], [-1.81, 0.31, -0.76], [-1.34, -0.11, -0.81], [-0.80, 0.65, -0.95], [1.94, -2.86, -1.20], [1.92, -2.60, 1.58], [-0.87, -0.33, -0.27], [0.65, 3.49, 2.04], [-0.10, -0.59, -0.27], [-5.73, 4.09, -1.34], [0.79, -0.75, 1.13], [1.38, 0.08, -0.38], [-0.07, -0.16, -0.25], [0.83, 0.33, -2.50], [2.65, 4.54, -6.24], [-1.06, -1.50, -0.09], [1.79, -0.69, 1.35], [-0.05, -0.83, -0.21], [-7.18, -0.57, 10.50], [3.21, 0.19, -0.80], [-0.16, 0.07, -1.92], [0.56, -2.06, -0.13], [-1.97, 0.40, 3.03], [-2.31, 5.25, 2.97], [-0.87, -1.01, -1.63], [3.02, 0.36, -0.89], [-0.89, -0.03, 0.28], [3.86, -8.01, -5.60], [1.68, 3.28, 0.37], [-2.25, 0.09, 1.18], [-0.11, 0.35, -0.25]], "lowdin_charge": [1.767, -0.318, 0.445, -0.275, -0.306, -0.276, 0.541, -0.278, -0.270, -0.206, -0.334, 0.560, -0.261, -0.286, -0.240, 0.423, -0.270, -0.259, -0.259, -0.298, 0.482, -0.271, -0.261, -0.221, 0.395, -0.286, -0.290, -0.201, -0.311, 0.569, -0.267, -0.275, -0.290, 0.446, -0.287, -0.302, -0.232]}

2.
{"formula": "FH16MnO8", "method": "wB97M-V/def2-TZVPD", "energy_ev": -50673.5881, "homo_lumo_gap_ev": [8.91, 8.92], "e_homo_ev": [-12.775, -12.786], "e_lumo_ev": [-3.87, -3.87], "s_squared": 8.752, "largest_force_ev_per_a": 3.182, "de_lowest_kcal_mol": 9.80, "charge": 1, "spin_multiplicity": 6, "symbols": ["Mn", "F", "O", "H", "H", "O", "H", "H", "O", "H", "H", "O", "H", "H", "O", "H", "H", "O", "H", "H", "O", "H", "H", "O", "H", "H"], "positions_angstrom": [[18.725, 9.186, 6.163], [20.308, 9.123, 4.944], [21.030, 6.724, 5.142], [20.246, 6.261, 4.789], [20.769, 7.696, 5.091], [21.314, 11.279, 5.964], [21.398, 11.197, 6.904], [20.925, 10.469, 5.687], [16.652, 9.127, 6.790], [16.353, 8.238, 6.960], [15.925, 9.504, 7.290], [17.923, 10.626, 4.687], [18.400, 11.210, 4.105], [17.151, 11.056, 5.064], [20.760, 8.655, 7.831], [21.561, 8.254, 7.444], [21.098, 8.744, 8.680], [17.646, 7.791, 4.471], [16.941, 7.266, 4.755], [17.584, 7.867, 3.497], [18.722, 11.074, 7.467], [18.594, 11.978, 7.223], [19.340, 11.222, 8.141], [18.656, 7.203, 7.010], [17.913, 6.742, 7.369], [19.252, 7.287, 7.807]], "forces_ev_per_angstrom": [[0.95, 0.22, -1.21], [-0.82, 0.46, 0.50], [-0.82, 0.39, 0.05], [0.69, 0.27, 0.27], [0.52, -1.27, -0.35], [0.42, 1.89, 0.20], [0.36, 0.02, 0.66], [-0.28, -1.53, -0.95], [-1.28, -0.21, 0.62], [0.40, -1.16, -0.47], [0.03, 1.52, 0.18], [-0.44, -0.56, 0.64], [0.30, 0.49, -0.25], [-0.07, 0.38, -0.46], [0.03, -0.59, -2.04], [-0.57, -0.07, -0.98], [0.42, 0.68, 3.08], [1.67, 1.25, -1.11], [-1.73, -1.40, 0.31], [0.11, 0.02, 0.80], [-1.18, -0.78, -0.64], [-0.51, 0.97, -1.09], [1.67, -0.40, 1.86], [1.18, 0.30, 1.50], [-0.88, -0.74, 0.15], [-0.15, -0.14, -1.27]], "mulliken_spin": [4.809, 0.058, 0.001, 0.001, -0.002, 0.002, 0.001, -0.003, 0.023, 0.000, 0.005, 0.023, 0.002, -0.001, 0.008, -0.001, 0.003, 0.013, 0.000, 0.002, 0.023, 0.002, 0.001, 0.027, 0.005, 0.000]}

3.
{"formula": "FH2NO2Si", "method": "wB97M-V/def2-TZVPD", "energy_ev": -16209.3578, "homo_lumo_gap_ev": 8.56, "e_homo_ev": -9.252, "e_lumo_ev": -0.69, "largest_force_ev_per_a": 5.999, "de_lowest_kcal_mol": 45.03, "spin_multiplicity": 1, "symbols": ["N", "O", "O", "F", "Si", "H", "H"], "positions_angstrom": [[-1.302, 0.316, 0.209], [-1.760, -0.035, 1.252], [-1.823, 0.829, -0.741], [1.071, -1.568, -0.309], [1.084, 0.047, -0.107], [1.461, 0.049, 1.191], [1.270, 0.362, -1.495]], "forces_ev_per_angstrom": [[4.81, 0.10, -0.76], [-0.97, -0.19, 0.56], [-1.24, 0.21, -0.31], [0.13, 0.55, 0.07], [-4.77, -3.13, -1.86], [1.45, 1.19, 2.58], [0.59, 1.28, -0.29]], "lowdin_charge": [-0.443, -0.006, -0.035, -0.276, 0.851, -0.064, -0.028]}

4.
{"formula": "FH2O", "method": "wB97M-V/def2-TZVPD", "energy_ev": -4797.9865, "homo_lumo_gap_ev": 9.52, "e_homo_ev": -3.880, "e_lumo_ev": 5.64, "largest_force_ev_per_a": 5.499, "de_lowest_kcal_mol": 6.54, "charge": -1, "spin_multiplicity": 1, "symbols": ["O", "H", "H", "F"], "positions_angstrom": [[-2.469, 0.734, -1.198], [-3.314, 0.570, -0.722], [-1.791, 0.251, -0.673], [-0.629, 0.144, -0.272]], "forces_ev_per_angstrom": [[-5.18, 1.12, -1.45], [0.70, 0.29, -0.66], [1.97, -0.25, 0.65], [2.52, -1.16, 1.46]], "lowdin_charge": [-0.212, -0.017, -0.198, -0.573]}

5.
{"formula": "FH2O2P", "method": "wB97M-V/def2-TZVPD", "energy_ev": -16127.9879, "homo_lumo_gap_ev": [7.10, 7.10], "e_homo_ev": [-8.543, -8.548], "e_lumo_ev": [-1.44, -1.44], "largest_force_ev_per_a": 1.463, "de_lowest_kcal_mol": 181.28, "spin_multiplicity": 1, "symbols": ["O", "O", "F", "P", "H", "H"], "positions_angstrom": [[0.524, 0.585, -0.794], [-2.124, -1.340, 0.832], [-3.028, -0.384, 1.269], [0.536, 0.523, 0.810], [1.188, 1.145, -1.227], [-1.272, -0.814, 0.764]], "forces_ev_per_angstrom": [[0.14, 0.13, -0.62], [1.11, -0.81, -0.51], [-0.50, 0.85, 0.32], [0.16, 0.11, 0.34], [-0.13, -0.11, 0.20], [-0.78, -0.17, 0.27]], "lowdin_charge": [-0.520, -0.070, -0.142, 0.765, 0.037, -0.069]}

6.
{"formula": "FH3N2O2S", "method": "wB97M-V/def2-TZVPD", "energy_ev": -20672.0695, "homo_lumo_gap_ev": 10.69, "e_homo_ev": -10.288, "e_lumo_ev": 0.40, "largest_force_ev_per_a": 4.590, "de_lowest_kcal_mol": 71.10, "spin_multiplicity": 1, "symbols": ["N", "S", "O", "O", "N", "F", "H", "H", "H"], "positions_angstrom": [[1.286, -0.134, -0.521], [-0.268, -0.332, 0.298], [-0.142, -1.472, 1.133], [-0.071, 0.960, 1.253], [-1.551, -0.237, -0.611], [-1.404, 0.916, -1.458], [1.266, -0.283, -1.496], [1.866, -0.877, 0.062], [-0.982, 1.459, 1.341]], "forces_ev_per_angstrom": [[-0.53, -1.65, 4.25], [2.46, 1.76, -0.97], [-0.74, -0.52, -0.05], [-2.79, 1.00, -0.46], [0.46, -0.33, 0.34], [0.25, -0.17, 0.44], [-0.25, -0.54, -1.15], [-1.27, 1.91, -2.10], [2.40, -1.47, -0.30]], "lowdin_charge": [-0.075, 0.669, -0.288, -0.222, -0.199, -0.189, 0.030, 0.120, 0.154]}

7.
{"formula": "FH3N2OS", "method": "wB97M-V/def2-TZVPD", "energy_ev": -18623.0356, "homo_lumo_gap_ev": [8.84, 8.74], "e_homo_ev": [-10.134, -10.332], "e_lumo_ev": [-1.29, -1.60], "largest_force_ev_per_a": 4.021, "de_lowest_kcal_mol": 100.20, "spin_multiplicity": 1, "symbols": ["N", "N", "O", "F", "S", "H", "H", "H"], "positions_angstrom": [[0.103, -0.865, 1.316], [-0.073, 0.330, -0.847], [2.434, 1.260, 0.069], [1.655, -1.578, -0.613], [1.024, -0.347, 0.222], [0.262, -1.299, 2.239], [0.372, 1.139, -1.260], [-0.735, 0.790, -0.138]], "forces_ev_per_angstrom": [[0.68, 0.45, -0.77], [-1.08, 0.44, 1.99], [-2.40, -3.20, 0.45], [-0.49, 0.94, 0.17], [1.20, 1.96, 1.09], [0.71, 0.55, -1.18], [0.69, -0.01, -0.38], [0.68, -1.15, -1.37]], "lowdin_charge": [-0.237, -0.143, -0.426, -0.257, 0.870, 0.053, 0.042, 0.099]}

8.
{"formula": "FH3O3P", "method": "wB97M-V/def2-TZVPD", "energy_ev": -18185.9837, "homo_lumo_gap_ev": [9.70, 7.93], "e_homo_ev": [-13.943, -18.352], "e_lumo_ev": [-4.24, -10.42], "s_squared": 2.004, "largest_force_ev_per_a": 3.890, "de_lowest_kcal_mol": 19.60, "charge": 1, "spin_multiplicity": 3, "symbols": ["O", "O", "O", "F", "P", "H", "H", "H"], "positions_angstrom": [[-0.368, 0.853, 1.349], [-0.797, 0.675, -1.138], [-0.638, -1.413, 0.335], [1.933, -0.064, -0.786], [-0.211, 0.035, 0.089], [0.357, 1.227, 1.899], [-0.098, 0.898, -1.742], [-0.178, -2.211, -0.007]], "forces_ev_per_angstrom": [[-1.09, 1.29, 1.92], [-2.48, 0.80, -1.27], [-1.13, -1.28, 0.35], [1.97, -0.11, -0.89], [3.27, -1.52, 1.46], [-0.56, -0.44, -0.53], [0.39, 0.55, -1.12], [-0.37, 0.72, 0.08]], "mulliken_spin": [0.108, 0.097, 0.109, 1.018, 0.717, -0.012, -0.024, -0.013]}